Density functional theory data (ωB97M-V/def2-TZVPD) for C24H40N7SYb as an isolated structure in a non-equilibrium geometry.

Cartesian coordinates (Å):
Yb  0.383600  -0.001200  -0.285800
C  -4.304100  -0.187400  -0.053400
C  -2.866400  -0.438200  -0.361400
N  -1.925200  0.414800  -0.049000
N  -2.327200  1.531000  0.596800
C  -1.514500  2.552800  0.695100
N  -1.950800  3.614900  1.379100
S  0.061000  2.686900  -0.011600
C  -2.455400  -1.691300  -0.983900
C  -3.394500  -2.642400  -1.407300
C  -2.964200  -3.841100  -1.942900
C  -1.598800  -4.077700  -2.035300
C  -0.731700  -3.099100  -1.583500
N  -1.120800  -1.918600  -1.096900
H  -4.429700  0.850700  0.241700
H  -4.626800  -0.827700  0.771200
H  -4.939900  -0.392800  -0.911500
H  -2.898600  3.628900  1.723500
H  -1.417100  4.466900  1.371600
H  -4.451600  -2.455500  -1.314900
H  -3.678000  -4.577700  -2.280100
H  -1.220100  -4.999600  -2.443900
H  0.338600  -3.258500  -1.608600
N  -0.123500  -1.841800  1.627600
C  1.073100  -2.317800  2.351600
C  2.317400  -2.295600  1.452800
N  2.535800  -1.010400  0.746200
C  3.292300  -0.015800  1.550000
C  2.470300  0.553000  2.709400
N  1.114300  0.891300  2.237800
H  -0.807500  -1.521100  2.314300
H  -0.566700  -2.650000  1.189200
H  0.945000  -3.343300  2.711800
H  1.219400  -1.685400  3.223900
H  2.195300  -3.074900  0.694200
H  3.190100  -2.548400  2.067400
H  3.168500  -1.238100  -0.023400
H  3.574000  0.803900  0.881100
H  4.207100  -0.455900  1.963300
H  2.996900  1.425400  3.108500
H  2.419600  -0.179300  3.515200
H  1.091300  1.895600  2.025000
H  0.458000  0.771400  3.009600
C  4.208300  0.639200  -1.835900
C  2.783900  0.359600  -2.252300
C  1.913400  1.454600  -2.465200
C  2.414500  2.855400  -2.231000
C  0.643900  1.244200  -3.055900
C  -0.172700  2.438700  -3.478800
C  0.245400  -0.060100  -3.420600
C  -1.098400  -0.274800  -4.069900
C  1.169200  -1.124800  -3.332800
C  0.947000  -2.384900  -4.123800
C  2.415600  -0.924900  -2.706900
C  3.410100  -2.058500  -2.718500
H  4.299900  1.569600  -1.286600
H  4.820100  0.738800  -2.733800
H  4.651100  -0.149900  -1.233600
H  2.875200  2.965200  -1.251000
H  1.618500  3.587500  -2.287100
H  3.161200  3.106500  -2.984200
H  -0.556900  2.990900  -2.621400
H  -1.008200  2.164000  -4.110100
H  0.452500  3.114700  -4.058700
H  -1.042300  -0.081700  -5.141800
H  -1.850300  0.383700  -3.639600
H  -1.450300  -1.294600  -3.939900
H  -0.101000  -2.621800  -4.262900
H  1.434500  -3.252500  -3.692800
H  1.375100  -2.238700  -5.117100
H  2.983100  -2.972900  -2.307100
H  4.318200  -1.836100  -2.171100
H  3.705300  -2.269800  -3.745600

Force components x, y, z for each atom (eV/Å):
0.309 -0.406 0.543
0.033 0.208 -0.004
0.246 1.004 0.436
0.139 -0.406 -0.367
-0.864 0.358 0.638
0.090 -0.438 -0.270
-0.145 0.134 0.146
0.277 -0.334 -0.459
0.324 -0.711 -0.371
0.278 0.354 0.204
0.364 0.032 -0.082
-0.220 0.062 0.118
0.154 0.118 -0.025
-0.367 0.228 0.089
-0.061 -0.139 0.000
-0.034 -0.016 -0.013
-0.015 -0.056 -0.059
0.039 -0.011 -0.036
-0.034 -0.028 0.034
-0.041 0.112 0.059
-0.040 -0.047 -0.019
0.103 -0.109 0.006
0.067 -0.052 -0.099
-0.126 -0.033 -0.259
0.361 0.106 -0.098
-0.386 -0.056 0.288
0.100 -0.057 -0.338
-0.193 0.289 0.335
0.257 -0.277 -0.240
-0.063 0.342 0.014
0.097 0.043 -0.216
0.039 0.250 -0.014
0.007 0.126 0.035
-0.037 -0.102 -0.025
0.110 0.054 -0.004
-0.046 -0.061 -0.135
-0.246 0.063 0.032
0.001 -0.134 -0.002
0.003 0.011 -0.183
-0.074 -0.115 -0.007
-0.014 0.133 -0.017
-0.145 -0.436 0.025
0.020 0.043 -0.216
-0.135 -0.012 0.115
-0.250 0.269 -0.173
-0.017 -0.394 0.052
-0.155 -0.016 0.122
0.114 -0.191 -0.001
-0.093 -0.065 0.083
0.135 0.155 0.071
0.003 -0.047 0.164
0.189 0.291 0.211
-0.129 -0.023 0.138
-0.252 0.030 -0.027
-0.052 0.095 0.124
0.042 0.004 0.026
0.093 -0.020 -0.018
0.051 -0.018 0.029
0.054 0.046 0.006
-0.018 0.030 -0.014
0.096 0.049 -0.022
0.008 0.034 -0.021
-0.038 -0.016 -0.024
0.038 0.048 -0.027
-0.066 0.029 -0.055
-0.016 0.010 -0.063
-0.028 -0.019 0.005
-0.035 -0.032 -0.030
0.038 -0.076 0.015
0.042 -0.012 -0.077
0.025 -0.088 -0.018
0.051 -0.006 0.029
0.042 -0.100 -0.060

Results
**Max |F|**: 1.13 eV Å⁻¹
**HOMO (spin up / spin down)**: -13.52 / -13.52 eV
**Charge**: +2
**HOMO-LUMO gap (spin up / spin down)**: 0.2726 / 0.2502 Eh
**E_LUMO (spin up / spin down)**: -6.11 / -6.71 eV
**Spin multiplicity**: 2

***

Density functional theory data (ωB97M-V/def2-TZVPD) for a 3-piece molecular cluster, C24H41Br2N5OS overall in a non-equilibrium geometry.

Cartesian coordinates (Å):
C  -2.264440  3.494236  2.682459
C  -1.548540  2.173622  2.115592
Br  0.265267  1.777506  2.794714
C  -2.172228  1.318578  1.171747
Br  -4.006375  1.832601  0.545127
C  -1.584725  -0.027817  0.577003
C  -0.108252  -0.263560  0.095679
C  0.387670  -1.605177  -0.486857
C  1.918415  -1.851037  -0.934657
C  2.470256  -0.819895  -2.055747
C  1.748799  -0.991644  -3.493374
N  2.670159  -0.897811  -4.681094
O  0.511775  -1.163246  -3.627357
C  -0.644170  -2.805895  -0.655535
N  -0.417342  -4.135043  -1.168290
S  -1.907985  -4.998377  -1.102514
N  -2.930185  -3.790923  -0.443662
C  -2.145883  -2.589179  -0.187572
C  -2.602345  -1.215609  0.429895
H  -3.092274  3.145329  3.413530
H  -1.519565  4.085228  3.339409
H  -2.774231  4.130935  1.884996
H  0.656076  0.585051  0.187296
H  2.544439  -1.789771  0.028907
H  2.011292  -2.940192  -1.312877
H  2.390038  0.245737  -1.642757
H  3.583886  -1.094110  -2.223269
H  2.416415  0.022013  -5.099182
H  2.407629  -1.643781  -5.358025
H  -3.705690  -1.102275  0.742887
C  -6.544509  -1.944699  -6.320310
C  -5.302035  -2.349164  -5.536255
N  -4.074213  -1.744453  -6.043586
C  -2.860572  -2.368653  -5.523097
C  -2.600701  -2.270547  -4.022287
C  -4.053123  -0.286231  -6.107285
C  -4.323074  0.487265  -4.818383
H  -6.414037  -2.130737  -7.389494
H  -7.403655  -2.530058  -5.981080
H  -6.791089  -0.889376  -6.177486
H  -5.215100  -3.438437  -5.615370
H  -5.457402  -2.124948  -4.473670
H  -1.990472  -1.968342  -6.057927
H  -2.885959  -3.430997  -5.792096
H  -2.300248  -1.265169  -3.727698
H  -1.779975  -2.938071  -3.744650
H  -3.471894  -2.565261  -3.431789
H  -4.789729  0.033040  -6.853916
H  -3.094236  0.044105  -6.522047
H  -5.210969  0.127188  -4.294005
H  -4.495068  1.541818  -5.056474
H  -3.475161  0.449532  -4.135414
C  7.104065  1.816177  6.335542
C  5.883699  2.539518  5.779459
N  4.829077  1.635612  5.329927
C  3.815551  2.289202  4.507195
C  2.967691  3.378523  5.159549
C  4.321064  0.693605  6.323229
C  3.767584  1.262908  7.627681
H  7.481465  1.076160  5.625211
H  7.905359  2.535034  6.527412
H  6.883924  1.312249  7.280181
H  6.226095  3.131972  4.923818
H  5.516490  3.253892  6.526663
H  3.147154  1.528284  4.084709
H  4.318428  2.728892  3.638302
H  2.240965  2.961920  5.857289
H  2.399779  3.910102  4.390657
H  3.575433  4.119783  5.683536
H  5.127786  -0.004652  6.574460
H  3.555120  0.059799  5.862492
H  4.440493  1.992830  8.082951
H  3.635061  0.452135  8.350823
H  2.792016  1.727181  7.488125

Force components x, y, z for each atom (eV/Å):
0.349 -0.886 1.126
-2.125 -0.545 -1.964
-1.597 0.341 -0.472
2.169 0.369 1.304
1.745 -0.545 0.605
-1.683 -3.778 -1.128
-0.574 -3.246 -0.863
-2.250 1.317 0.753
-1.014 -0.108 0.209
0.449 -1.025 0.002
-2.553 -0.099 0.040
-1.298 0.129 0.978
4.438 0.394 0.651
-1.340 -0.408 0.408
-2.223 3.033 1.573
1.043 4.802 1.290
3.266 2.297 0.268
1.083 -1.260 -0.909
2.820 0.923 -0.598
1.245 0.488 -1.240
-1.173 -0.847 -1.394
1.022 -0.965 0.966
-1.377 -1.452 -0.155
-0.742 0.114 -1.589
-0.283 1.835 0.552
0.064 -1.425 -0.918
-1.845 0.735 0.272
0.355 -0.949 0.104
-0.072 0.905 0.622
2.103 -0.114 -0.576
-0.045 0.106 0.024
0.026 0.131 -0.169
0.266 -0.115 -0.143
0.058 -0.171 -0.080
0.096 0.012 0.216
-0.270 0.023 -0.215
0.047 0.248 0.110
0.060 0.046 0.078
0.075 0.058 0.012
0.004 -0.061 -0.052
0.266 0.100 0.040
-0.108 -0.035 0.113
-0.195 0.126 0.005
-0.181 0.037 -0.037
-0.027 -0.060 0.054
-0.004 0.054 -0.020
0.002 0.029 -0.044
-0.031 -0.122 0.074
0.018 -0.272 0.088
0.046 -0.031 -0.022
0.001 -0.068 0.003
-0.083 -0.058 0.067
-0.012 -0.047 0.112
0.022 -0.201 -0.020
-0.181 -0.058 -0.300
0.124 0.025 -0.151
-0.234 0.135 -0.008
0.293 -0.179 0.060
-0.150 -0.068 0.200
-0.100 0.030 0.040
-0.093 -0.036 0.006
0.039 -0.002 -0.073
-0.273 -0.061 -0.048
0.057 0.115 0.089
0.130 -0.085 0.183
0.137 -0.026 0.104
0.055 0.059 0.042
0.032 -0.024 0.022
-0.015 -0.080 -0.006
0.034 0.143 -0.043
0.051 0.224 -0.159
-0.019 -0.009 -0.055
0.018 0.052 -0.055
0.061 0.086 0.041

Results
**Max |F|**: 5.08 eV Å⁻¹
**SMILES string**: C/C(Br)=C(\Br)c1cc(CCC(N)=O)c2nsnc2c1.CCN(CC)CC.CCN(CC)CC
**HOMO**: -7.80 eV
**HOMO-LUMO gap**: 0.2383 Eh
**E_LUMO**: -1.32 eV

***

- Which value of max |F| does entry 2 give?
  5.08 eV Å⁻¹

***

- Which value of max |F| does entry 2 give?
  5.08 eV Å⁻¹

***

- Look up the max |F| of the second one.
  5.08 eV Å⁻¹